(1)
# C5H5N3

One molecule with the formula C5H5N3 in a non-equilibrium geometry (ωB97M-V with the def2-TZVPD basis set, OMol25).

Cartesian coordinates (Å):
N (-0.98, 1.10, 0.98)
N (0.79, -0.71, -1.40)
N (-1.31, 0.10, -1.36)
C (-0.72, 0.53, -0.25)
C (1.07, -0.09, 1.15)
C (-0.37, -0.46, -2.07)
C (0.55, -0.13, -0.16)
C (0.09, 0.62, 1.87)
H (-1.72, 1.99, 1.16)
H (-0.35, -0.98, -2.94)
H (1.31, -1.65, -1.67)
H (1.66, -0.97, 1.70)
H (-0.04, 0.67, 2.99)

Spin multiplicity = 1
Max |F| = 4.7 eV Å⁻¹
Total energy = -357.7026 Ha
Relative energy (zero: lowest compared OMol25 entry of this formula, charge and spin) = 183.8 kJ/mol
Frontier orbital gap = 8.4 eV

Results of the Mulliken charge analysis, in e, for atoms 1 through 6:
1. N -0.180
2. N -0.237
3. N -0.604
4. C 0.160
5. C -0.534
6. C -0.212

=====

(2)
# C5H5N3O

One molecule with the formula C5H5N3O in a non-equilibrium geometry (ωB97M-V with the def2-TZVPD basis set, OMol25).

Cartesian coordinates (Å):
O (2.41, 0.14, -0.19)
N (1.14, 0.75, 2.54)
N (-2.05, -0.11, 0.03)
N (0.15, 0.22, 0.35)
C (0.10, 0.80, 1.58)
C (0.84, -0.64, -1.78)
C (-0.88, -0.03, -0.36)
C (-0.47, -0.79, -1.60)
C (1.24, 0.05, -0.47)
H (1.81, -0.73, -2.31)
H (-1.19, -1.28, -2.16)
H (-2.60, -0.94, -0.64)
H (0.46, 1.26, 3.25)
H (-0.97, 1.29, 1.77)

Spin multiplicity = 1
Max |F| = 8.2 eV Å⁻¹
Total energy = -432.9006 Ha
Relative energy (zero: lowest compared OMol25 entry of this formula, charge and spin) = 375.9 kJ/mol
Frontier orbital gap = 9.6 eV

Results of the Mulliken charge analysis, in e, for atoms 1 through 6:
1. O -0.530
2. N -0.507
3. N -0.722
4. N 0.140
5. C -0.023
6. C -0.671